Entry 1:
Density functional theory data (ωB97M-V/def2-TZVPD) for a 4-piece molecular cluster, C14H34O10P2 overall.

DFT total energy = -1988.8666 Eh
structure (SMILES) = CCCC[PH3]P(C)O.COC(=O)OC.COC(=O)OC.COC(=O)OC
HOMO = -7.38 eV

Each line ends with the natural charge from an NBO analysis.
Geometry (Å):
C -2.57111 -3.03722 3.54696  -0.614
C -1.38590 -2.96949 4.50056  -0.406
C -0.00918 -3.20959 3.85030  -0.403
C 0.22610 -2.56568 2.47796  -0.761
P -0.10121 -0.69909 2.37762  0.578
P -0.66727 1.48077 2.50384  0.660
C 0.80617 2.16395 3.39741  -0.966
O -0.47292 2.08489 0.95193  -0.991
H -3.45454 -2.65474 4.05529  0.212
H -2.44782 -2.43829 2.65027  0.194
H -2.80026 -4.05701 3.24808  0.208
H -1.52941 -3.75357 5.23923  0.211
H -1.38151 -2.01143 5.01027  0.195
H 0.75010 -2.81106 4.52703  0.198
H 0.18022 -4.28014 3.81864  0.212
H -0.32140 -3.12410 1.71797  0.211
H 1.27913 -2.71591 2.23526  0.217
H -1.27644 -0.88918 1.58222  -0.056
H 1.11379 -0.45503 1.67151  -0.017
H -0.06027 -0.61365 3.81349  -0.077
H 0.47070 2.52218 4.36372  0.237
H 1.22655 2.98766 2.83087  0.248
H 1.54403 1.37907 3.56057  0.214
H -1.35769 2.34572 0.64609  0.495
C -1.09154 3.12566 -6.09014  -0.255
O -0.42626 3.87469 -5.06945  -0.500
C -0.69660 3.47266 -3.82658  0.980
O -1.42817 2.56749 -3.52302  -0.639
O -0.01829 4.24874 -2.97730  -0.503
C -0.22554 3.91386 -1.59975  -0.259
H -0.78043 3.55852 -7.03619  0.198
H -0.79555 2.07937 -6.05283  0.194
H -2.17121 3.21120 -5.98672  0.194
H 0.10898 2.90158 -1.39150  0.208
H -1.27650 4.02583 -1.33733  0.185
H 0.36667 4.61284 -1.01713  0.199
C -1.60969 -9.34555 5.69644  -0.256
O -1.59501 -8.17406 4.87695  -0.494
C -1.43387 -8.41815 3.57547  0.978
O -1.30602 -9.50232 3.07023  -0.640
O -1.43867 -7.25004 2.93142  -0.496
C -1.27301 -7.35758 1.51563  -0.256
H -1.74610 -9.00134 6.71727  0.196
H -2.43458 -9.99847 5.41862  0.193
H -0.66690 -9.88276 5.61574  0.193
H -2.08498 -7.93325 1.07603  0.194
H -0.31660 -7.81694 1.27415  0.194
H -1.29641 -6.34265 1.12915  0.195
C 4.03955 8.76805 -7.46204  -0.255
O 3.88584 7.40234 -7.07265  -0.496
C 3.15947 7.22735 -5.96453  0.978
O 2.65489 8.10333 -5.31094  -0.644
O 3.09366 5.92252 -5.71326  -0.496
C 2.33339 5.58140 -4.54620  -0.253
H 4.64310 8.76162 -8.36501  0.194
H 3.07212 9.21929 -7.67376  0.192
H 4.55105 9.33434 -6.68617  0.192
H 1.30389 5.90499 -4.65098  0.204
H 2.77945 6.02551 -3.65760  0.187
H 2.36003 4.50082 -4.46310  0.196



Entry 2:
Density functional theory data (ωB97M-V/def2-TZVPD) for C11H22Br3NO3 as an isolated structure.

DFT total energy = -8434.6662 Eh
HOMO = -9.89 eV

Each line ends with the natural charge from an NBO analysis.
Geometry (Å):
C 4.21691 -1.00123 -0.65574  -0.635
C 3.93263 0.31482 0.23423  -0.409
C 3.03565 1.41340 -0.57166  -0.411
C 1.48893 0.94785 -0.40053  -0.443
C 0.44532 2.06928 -0.92828  -0.081
O -0.10205 2.90136 0.13476  -0.539
C -1.25169 2.32468 0.72329  0.992
O -1.06755 1.49703 1.65839  -0.558
O -2.59806 2.63643 0.39005  -0.397
N -2.89137 2.33210 -0.92059  -0.342
C -4.09696 1.41819 -0.99907  -0.251
C -3.66405 -0.13519 -1.17582  -0.422
C -2.92045 -0.65579 0.16546  -0.410
C -3.20649 -2.23481 0.45590  -0.623
H 5.04310 -1.60991 -0.15219  0.220
H 3.24896 -1.62286 -0.64856  0.206
H 4.44547 -0.73383 -1.74589  0.206
H 3.32100 -0.02907 1.14901  0.206
H 4.90776 0.81821 0.59403  0.205
H 3.37546 1.42996 -1.66290  0.200
H 3.19861 2.46428 -0.13432  0.209
H 1.30439 0.64641 0.69178  0.234
H 1.32507 0.02992 -1.08345  0.206
H 1.03494 2.78107 -1.62107  0.200
H -0.37046 1.50703 -1.49619  0.200
H -3.24381 3.21097 -1.35650  0.349
H -4.73712 1.67376 -1.92824  0.204
H -4.80731 1.56822 -0.10163  0.199
H -4.53720 -0.81555 -1.44779  0.214
H -2.86918 -0.14182 -2.00627  0.207
H -1.78831 -0.50065 0.13832  0.213
H -3.42193 -0.08678 1.03768  0.209
H -4.30777 -2.31919 0.79696  0.203
H -2.54489 -2.49394 1.36110  0.217
H -3.00912 -2.89094 -0.45520  0.207
C 2.57839 -3.41257 2.48317  -0.492
Br 1.63398 -1.72061 2.56000  0.104
Br 2.23183 -4.35640 0.82437  0.088
Br 4.47856 -3.19205 2.80410  0.088
H 2.18884 -4.03181 3.28929  0.227



Entry 3:
Density functional theory data (ωB97M-V/def2-TZVPD) for one molecule with the formula C2H3N3O.

DFT total energy = -317.4061 Eh
structure (SMILES) = On1ccnn1
HOMO = -9.94 eV

Each line ends with the natural charge from an NBO analysis.
Geometry (Å):
O -0.01724 2.06763 0.09587  -0.487
N 0.07614 0.67385 0.25244  0.099
C -0.05483 -0.19302 -0.78156  -0.121
C 0.11155 -1.39999 -0.14056  -0.092
N 0.57899 -1.21641 1.05000  -0.247
N 0.62286 0.08602 1.29213  -0.081
H -0.79752 2.22803 0.57425  0.478
H -0.35013 0.12021 -1.76380  0.235
H -0.16982 -2.36632 -0.57877  0.216



Looking at strongest force on any atom for the records above, in order, we have 0.82; 5.10; 4.04 eV Å⁻¹.
Looking at HOMO-LUMO gap for the records above, in order, we have 8.1; 9.8; 10.6 eV.